ORCA calculation (ωB97M-V/def2-TZVPD) on C36H51AsBiN8OS2 as an isolated structure.

Computed properties:
Total charge ... +3
LUMO energy ... -7.7 eV

XYZ file:
```
100
C36H51AsBiN8OS2, DFT ωB97M-V/def2-TZVPD
Bi -0.12 0.87 0.01
C -2.09 1.83 2.65
N -0.94 1.70 3.53
C -0.87 2.47 4.77
C 0.34 1.85 5.46
N 0.96 1.02 4.42
C 2.13 0.25 4.81
C 0.15 0.92 3.34
N 0.28 0.20 2.22
C 1.34 -0.80 2.04
C 2.55 -0.22 1.33
N 2.11 0.55 0.14
C 3.06 1.09 -0.65
N 2.79 2.03 -1.58
C 1.57 2.79 -1.77
C 3.98 2.41 -2.35
C 5.09 1.63 -1.65
N 4.38 0.80 -0.66
C 5.21 -0.13 0.10
H -2.98 1.98 3.26
H -2.23 0.90 2.09
H -2.00 2.67 1.96
H -1.78 2.35 5.35
H -0.74 3.53 4.56
H 0.06 1.24 6.32
H 1.06 2.60 5.80
H 2.57 0.75 5.67
H 2.89 0.22 4.03
H 1.88 -0.77 5.11
H 0.92 -1.60 1.42
H 1.66 -1.26 2.97
H 3.19 -1.05 1.05
H 3.09 0.44 2.00
H 0.74 2.17 -2.09
H 1.75 3.51 -2.56
H 1.30 3.37 -0.87
H 4.13 3.48 -2.29
H 3.85 2.13 -3.39
H 5.80 2.28 -1.15
H 5.64 1.00 -2.34
H 6.23 0.02 -0.23
H 4.96 -1.17 -0.10
H 5.19 0.06 1.17
C -2.81 -1.97 3.01
N -3.58 -1.41 1.89
C -4.94 -1.13 1.94
C -5.29 -0.66 0.73
N -4.14 -0.66 -0.03
C -3.10 -1.12 0.67
S -1.51 -1.43 0.06
H -2.97 -1.37 3.90
H -1.76 -1.97 2.75
H -3.13 -2.99 3.21
H -5.53 -1.30 2.83
H -6.25 -0.34 0.35
H -4.09 -0.42 -1.01
C -3.22 4.71 -1.21
S -1.59 4.20 -0.59
C -0.90 5.82 -0.17
H -3.86 5.00 -0.38
H -3.66 3.86 -1.74
H -3.09 5.53 -1.90
H -0.70 6.38 -1.08
H 0.02 5.67 0.38
H -1.61 6.36 0.45
O 0.22 0.03 -1.98
As 0.67 -1.35 -2.87
C 2.06 -0.72 -4.02
C 1.82 0.51 -4.65
C 2.77 1.01 -5.53
C 3.93 0.28 -5.79
C 4.15 -0.94 -5.17
C 3.21 -1.45 -4.28
C -0.79 -1.91 -3.96
C -0.68 -3.15 -4.59
C -1.62 -3.50 -5.55
C -2.64 -2.61 -5.87
C -2.73 -1.38 -5.24
C -1.80 -1.02 -4.28
C 1.27 -2.78 -1.76
C 2.57 -2.76 -1.27
C 3.02 -3.82 -0.49
C 2.16 -4.88 -0.21
C 0.86 -4.89 -0.70
C 0.41 -3.84 -1.48
H 0.91 1.05 -4.45
H 2.59 1.95 -6.03
H 4.66 0.67 -6.50
H 5.05 -1.50 -5.38
H 3.38 -2.41 -3.81
H 0.13 -3.82 -4.36
H -1.56 -4.46 -6.04
H -3.37 -2.88 -6.63
H -3.53 -0.69 -5.51
H -1.85 -0.05 -3.79
H 3.24 -1.94 -1.52
H 4.04 -3.84 -0.12
H 2.52 -5.72 0.39
H 0.21 -5.73 -0.50
H -0.60 -3.84 -1.87
```

Here are the Löwdin charges for atoms 1 to 99, given in e: 1.6731 -0.0479 -0.0878 -0.0793 -0.0810 -0.0575 -0.0094 -0.3312 -0.1304 -0.2489 -0.2138 -0.0885 -0.3309 -0.0679 -0.0938 -0.0725 -0.0733 -0.0451 -0.0087 0.1078 0.0391 0.0462 0.1324 0.1341 0.1369 0.1350 0.1049 0.0743 0.1053 0.0760 0.1089 0.0945 0.1111 0.0101 0.1138 0.0657 0.1365 0.1073 0.1367 0.1317 0.1044 0.0783 0.0933 0.0134 -0.1018 -0.0034 -0.0132 0.0969 -0.7020 0.6536 0.1044 0.0605 0.1121 0.1477 0.1410 0.1656 -0.3879 0.6595 -0.3846 0.0433 0.0304 0.0496 0.0464 0.0305 0.0476 -0.7554 1.2648 -0.2948 -0.1029 -0.0697 -0.0483 -0.0498 -0.0831 -0.3197 -0.0893 -0.0421 -0.0396 -0.0573 -0.0974 -0.3244 -0.1208 -0.0582 -0.0378 -0.0417 -0.1225 0.1060 0.1209 0.1229 0.1205 0.1033 0.1119 0.1225 0.1222 0.1157 0.0978 0.0867 0.1164 0.1235 0.1226


ORCA calculation (ωB97M-V/def2-TZVPD) on C36H51ClN3OP2Re as an isolated structure at a distorted geometry.

Computed properties:
Total charge ... +3
LUMO energy (spin up / spin down) ... -8.7 / -11.7 eV
Expectation value of S² ... 3.77
Multiplicity ... 4

XYZ file:
```
95
C36H51ClN3OP2Re, DFT ωB97M-V/def2-TZVPD
C -1.00 0.26 -2.83
C 0.04 -1.63 -1.91
C -0.96 -0.32 -4.09
C 0.13 -2.23 -3.15
C -0.37 -1.56 -4.26
H -1.36 0.26 -4.93
H 0.60 -3.22 -3.23
H -0.28 -2.01 -5.25
N -0.58 -0.43 -1.74
P -0.58 2.33 -1.04
P -0.48 -1.91 0.85
C -1.43 1.68 -2.58
H -1.18 2.31 -3.45
H -2.53 1.74 -2.47
C 0.71 -2.12 -0.66
H 1.04 -3.16 -0.75
C 0.67 -2.54 2.30
C -1.91 -3.14 0.58
C 1.12 2.87 -1.75
C -1.61 3.90 -0.73
C 1.29 -1.37 3.08
H 0.60 -0.91 3.79
H 2.14 -1.77 3.67
H 1.69 -0.59 2.42
C -0.15 -3.41 3.27
H -0.97 -2.86 3.75
H -0.54 -4.31 2.79
H 0.52 -3.74 4.08
C 1.86 -3.38 1.80
H 2.28 -3.91 2.67
H 1.60 -4.13 1.05
H 2.66 -2.74 1.41
C -2.90 -3.01 1.77
H -2.84 -2.03 2.27
H -3.93 -3.09 1.39
H -2.76 -3.80 2.51
C -2.66 -2.83 -0.73
H -2.91 -1.77 -0.84
H -2.08 -3.15 -1.61
H -3.61 -3.38 -0.72
C -1.33 -4.57 0.48
H -0.23 -4.62 0.50
H -1.73 -5.22 1.27
H -1.65 -5.02 -0.48
C -0.91 4.74 0.36
H -1.66 5.20 1.01
H -0.21 4.18 0.99
H -0.35 5.57 -0.10
C -3.02 3.46 -0.28
H -3.51 2.83 -1.04
H -3.02 2.92 0.68
H -3.63 4.36 -0.16
C -1.79 4.79 -1.98
H -2.81 5.21 -1.95
H -1.12 5.66 -1.96
H -1.69 4.28 -2.94
C 1.97 1.70 -2.31
H 2.44 2.00 -3.26
H 2.75 1.40 -1.60
H 1.38 0.80 -2.55
C 1.88 3.56 -0.61
H 1.86 2.98 0.32
H 2.93 3.68 -0.91
H 1.49 4.57 -0.41
C 0.97 3.86 -2.92
H 0.42 3.43 -3.76
H 0.54 4.81 -2.62
H 1.99 4.07 -3.28
Re -0.59 0.43 0.26
C -2.51 0.28 0.28
O -3.68 0.22 0.42
N 1.46 0.01 0.17
C 1.84 -1.12 -0.33
C 3.25 -1.46 -0.67
C 4.27 -0.78 0.01
C 3.57 -2.41 -1.65
C 5.61 -1.10 -0.22
H 3.98 0.00 0.73
C 4.91 -2.72 -1.90
H 2.78 -2.90 -2.22
C 5.93 -2.08 -1.19
H 6.39 -0.61 0.35
H 5.16 -3.47 -2.66
H 6.97 -2.33 -1.38
Cl -2.13 -1.10 5.54
C -2.01 0.27 4.51
C -2.22 1.56 4.98
C -2.03 2.61 4.09
C -1.64 2.35 2.78
N -1.35 1.11 2.36
C -1.60 0.09 3.19
H -2.48 1.72 6.01
H -2.18 3.65 4.39
H -1.55 3.18 2.08
H -1.41 -0.93 2.83
```

So, what does the Löwdin scheme give us? The charges, in e, come out as: -0.2864 -0.2827 0.0391 0.0250 0.0367 0.1451 0.1423 0.1421 -0.0402 1.0016 1.1148 -0.2103 0.0916 0.1124 -0.2658 0.1146 -0.5991 -0.6107 -0.6267 -0.6206 -0.0752 0.0686 0.1146 0.0550 -0.0745 0.0359 0.0761 0.1187 -0.0591 0.1190 0.0775 0.0784 -0.0619 0.0490 0.1051 0.0909 -0.0735 0.0453 0.0813 0.1174 -0.0555 0.0589 0.0993 0.1011 -0.0903 0.1056 0.0602 0.0911 -0.0912 0.0823 0.0491 0.1139 -0.0593 0.1060 0.0871 0.0738 -0.0612 0.1073 0.0737 0.0549 -0.0889 0.0751 0.1099 0.0725 -0.0740 0.0877 0.0708 0.1125 1.2162 -0.2911 0.1676 0.0461 -0.3285 -0.1955 -0.0189 -0.0030 -0.0199 0.1218 -0.0217 0.1066 -0.0078 0.1283 0.1292 0.1329 0.8133 -0.6054 -0.0050 0.0230 -0.0925 -0.0647 -0.2007 0.1364 0.1395 0.0785 0.0315


ORCA calculation (ωB97M-V/def2-TZVPD) on C36H51FMoN13O3PS4 as an isolated structure at a distorted geometry.

Computed properties:
Total charge ... +4
LUMO energy (spin up / spin down) ... -9.4 / -10.1 eV
Expectation value of S² ... 2.03
Multiplicity ... 3

XYZ file:
```
110
C36H51FMoN13O3PS4, DFT ωB97M-V/def2-TZVPD
Mo -1.11 0.22 1.06
N 0.10 -3.07 2.78
N -0.25 -3.91 1.72
C -1.24 -3.62 0.88
N -1.60 -4.52 -0.03
S -2.13 -2.15 0.93
H 0.99 -2.59 2.60
H 0.20 -3.62 3.63
H 0.23 -4.79 1.59
H -1.22 -5.45 -0.04
H -2.40 -4.35 -0.62
C 1.21 2.73 2.81
C 0.16 3.15 1.86
N -0.55 2.36 1.08
C -1.36 3.10 0.24
C -1.31 4.45 0.44
S -0.19 4.83 1.67
C -2.08 2.38 -0.79
C -2.71 2.89 -1.88
S -3.29 1.62 -2.88
C -2.65 0.47 -1.77
N -2.07 1.01 -0.72
C -2.76 -0.98 -2.02
H 1.17 1.66 3.01
H 1.12 3.28 3.75
H 2.20 2.97 2.41
H -1.87 5.21 -0.06
H -2.83 3.91 -2.17
H -3.06 -1.15 -3.05
H -3.50 -1.43 -1.37
H -1.80 -1.47 -1.83
F 0.87 -0.04 -5.59
C 1.74 -0.07 -4.56
C 1.19 -0.06 -3.31
C 1.99 -0.10 -2.16
C 1.41 -0.12 -0.84
O 0.15 -0.09 -0.69
C 2.34 -0.16 0.24
C 3.69 -0.11 -0.01
N 4.22 -0.09 -1.23
C 5.66 -0.04 -1.37
C 6.41 -1.25 -1.87
C 6.52 -0.84 -0.43
C 3.40 -0.10 -2.34
C 3.93 -0.09 -3.63
C 3.14 -0.11 -4.79
N 3.70 -0.13 -6.04
C 2.90 0.04 -7.24
C 3.80 0.18 -8.47
N 5.01 0.96 -8.10
C 5.86 0.21 -7.13
C 4.98 -0.74 -6.31
C 1.89 -0.30 1.65
O 2.69 -0.42 2.56
O 0.60 -0.35 1.84
H 0.12 -0.04 -3.21
H 4.37 -0.08 0.83
H 6.01 0.95 -1.66
H 7.25 -1.09 -2.52
H 5.83 -2.13 -2.10
H 7.44 -0.39 -0.09
H 6.04 -1.47 0.30
H 5.00 -0.06 -3.73
H 2.28 0.94 -7.14
H 2.23 -0.81 -7.41
H 3.25 0.69 -9.27
H 4.13 -0.78 -8.85
H 4.70 1.85 -7.67
H 5.55 1.21 -8.94
H 6.38 0.92 -6.49
H 6.60 -0.38 -7.68
H 5.50 -1.00 -5.39
H 4.82 -1.68 -6.85
C -6.75 1.79 0.92
N -6.30 0.56 1.51
C -7.28 -0.45 1.91
C -6.41 -1.64 2.36
N -5.06 -1.14 2.14
C -5.07 0.11 1.67
S -3.68 1.11 1.50
H -7.45 2.30 1.58
H -7.26 1.57 -0.02
H -5.90 2.44 0.73
H -7.93 -0.69 1.06
H -7.91 -0.06 2.71
H -6.60 -2.55 1.79
H -6.55 -1.86 3.42
H -4.26 -1.75 2.05
C -1.44 -1.08 6.46
N -2.68 -0.74 5.80
C -3.08 0.61 6.18
N -2.06 1.55 5.78
C -0.78 1.21 6.39
N -0.39 -0.16 6.06
C -0.01 -0.31 4.69
P -1.41 0.15 3.51
C -2.67 -0.95 4.39
C -1.98 1.73 4.37
H -1.15 -2.10 6.21
H -1.58 -1.01 7.54
H -3.21 0.65 7.26
H -4.03 0.86 5.70
H -0.86 1.30 7.47
H -0.01 1.90 6.04
H 0.23 -1.37 4.49
H 0.89 0.27 4.49
H -2.41 -2.00 4.18
H -3.67 -0.74 4.00
H -2.96 2.02 3.98
H -1.26 2.54 4.15
```

Here are the Löwdin charges for atoms 1 to 99, given in e: 1.3198 0.0567 -0.0412 -0.7207 0.1424 0.7116 0.0890 0.1210 0.1760 0.1382 0.1163 -0.0526 -0.5868 -0.0427 -0.3511 -0.2778 1.1979 -0.3823 -0.2799 1.1787 -0.6188 -0.1876 -0.1039 0.0385 0.0979 0.1117 0.0976 0.0946 0.0897 0.0589 0.0564 0.0793 -0.1682 0.0923 -0.0465 -0.2460 -0.1459 -0.0144 0.0746 0.0318 -0.2448 -0.0768 -0.0596 -0.0986 0.0784 -0.1161 -0.0725 -0.1143 -0.0802 0.0744 -0.0621 -0.1115 -0.5735 0.1110 -0.3382 0.1299 0.1597 0.1651 0.1139 0.1187 0.1246 0.1147 0.1050 0.1388 0.1464 0.1537 0.1468 0.1963 0.2019 0.1440 0.1501 0.1247 0.1453 -0.0156 -0.1446 -0.0693 -0.0865 0.0112 -0.6793 0.7988 0.1128 0.1113 0.0654 0.1395 0.1432 0.1307 0.1326 0.0352 -0.1496 -0.1402 -0.1462 -0.1429 -0.1439 -0.1338 -0.2773 0.9390 -0.3014 -0.3090 0.1369


ORCA calculation (ωB97M-V/def2-TZVPD) on C36H51N5O4Sn as an isolated structure at a distorted geometry.

Computed properties:
Total charge ... -2
LUMO energy (spin up / spin down) ... 3.2 / 3.1 eV

XYZ file:
```
97
C36H51N5O4Sn, DFT ωB97M-V/def2-TZVPD
Sn -0.55 0.22 0.20
C -2.69 0.30 3.90
C -1.79 -0.47 2.01
N -2.76 0.34 2.53
H -1.40 -0.93 5.19
N -1.14 -1.01 3.07
H -3.39 0.83 4.53
C 0.77 1.42 1.61
C 2.13 1.40 1.27
C 3.06 2.03 2.10
C 2.65 2.71 3.25
C 1.29 2.78 3.55
C 0.35 2.15 2.72
H 2.48 0.90 0.36
H 4.13 1.99 1.85
H 0.95 3.34 4.43
H -0.71 2.24 2.98
C 3.68 3.39 4.10
H 3.32 3.55 5.12
H 3.96 4.37 3.70
H 4.59 2.80 4.15
C -3.71 1.21 1.80
C -5.03 1.28 2.55
C -3.10 2.61 1.70
H -4.93 1.79 3.52
H -5.74 1.86 1.94
H -5.47 0.28 2.70
H -4.84 1.16 -0.02
H -4.19 -0.42 0.45
H -2.15 2.58 1.15
C -3.97 0.65 0.41
H -2.93 3.00 2.71
H -3.80 3.27 1.17
H -3.13 0.81 -0.27
C -1.71 -0.56 4.23
C 1.12 -1.23 3.91
H 0.86 -1.16 4.97
H 2.05 -1.81 3.81
C 0.02 -1.93 3.12
H 1.25 -3.05 1.79
C -0.40 -3.20 3.85
H -1.16 -3.74 3.28
H 1.29 -0.23 3.50
H 1.03 -1.40 1.28
H -0.77 -2.99 4.85
H 0.48 -3.85 3.94
C 0.50 -2.25 1.72
H -0.31 -2.62 1.09
C 4.20 2.05 -6.42
N 3.17 1.95 -5.51
H 6.02 0.80 -6.56
N 4.57 0.43 -5.00
H 4.21 2.77 -7.22
C 1.93 2.73 -5.55
C 2.04 3.81 -6.61
C 0.79 1.78 -5.89
H 2.16 3.37 -7.61
H 1.13 4.41 -6.61
H 2.89 4.48 -6.41
H 0.79 3.85 -4.09
H 2.56 3.99 -3.93
H 0.74 0.94 -5.18
C 1.74 3.30 -4.15
H 0.90 1.39 -6.91
H -0.17 2.33 -5.85
H 1.74 2.49 -3.42
C 5.09 1.08 -6.09
C 4.23 -1.95 -4.63
H 4.19 -2.18 -5.71
H 4.62 -2.84 -4.11
C 5.16 -0.77 -4.39
H 5.66 -1.38 -2.38
C 6.51 -1.05 -5.01
H 7.20 -0.21 -4.88
H 3.21 -1.75 -4.27
H 4.29 -0.23 -2.49
H 6.41 -1.28 -6.08
H 6.95 -1.93 -4.53
C 5.27 -0.49 -2.90
H 5.97 0.34 -2.74
C 3.40 0.97 -4.61
O -2.25 -4.00 1.32
C -3.01 -3.01 1.31
O -2.70 -1.83 0.87
C -4.41 -3.25 1.85
C -5.05 -2.33 2.70
C -6.28 -2.62 3.29
C -6.89 -3.87 3.06
C -6.28 -4.78 2.19
C -5.04 -4.50 1.62
N -8.06 -4.27 3.75
O -8.57 -3.50 4.60
O -8.54 -5.40 3.49
H -4.57 -1.38 2.92
H -6.77 -1.91 3.97
H -6.77 -5.73 1.99
H -4.54 -5.24 1.00
```

So, what does the Löwdin scheme give us? The charges, in e, come out as: 0.9122 -0.0747 -0.3127 -0.0227 0.1080 -0.0006 0.1077 -0.4105 -0.1813 -0.0795 -0.3214 -0.0654 -0.1434 0.0711 0.0965 0.0989 0.0685 -0.0887 0.0642 0.0703 0.0660 -0.5614 -0.0434 -0.0575 0.0721 0.0875 0.0738 0.0841 0.0798 0.0408 -0.0746 0.0795 0.0849 -0.0064 -0.0613 -0.0313 0.0764 0.0886 -0.5467 0.0914 -0.0285 0.0767 0.0678 -0.0009 0.0728 0.0860 -0.1031 0.0585 -0.0689 -0.0651 0.0982 -0.0650 0.0980 -0.5999 -0.0631 -0.0373 0.0806 0.0897 0.0872 0.0893 0.0884 0.0873 -0.0430 0.0844 0.0885 0.0794 -0.0734 -0.0387 0.0857 0.0874 -0.6002 0.0879 -0.0656 0.0874 0.0874 0.0793 0.0819 0.0892 -0.0448 0.0889 0.0120 -0.0309 -0.5641 -0.1687 -0.1442 -0.0498 -0.0273 -0.1978 -0.0390 -0.0431 -0.4696 -0.1398 -0.1433 0.0727 0.0920 0.0885 0.1029